{
  "formula": "C8H10O2",
  "method": "ωB97M-V with the def2-TZVPD basis set",
  "homo_ha": -0.3386,
  "de_lowest_ev": 2.529,
  "orbital_gap_ha": 0.3679,
  "energy_ha": -461.24559,
  "molar_mass_g_mol": 138.17,
  "smiles": "c1ccccc1.CC(=O)O",
  "symbols": ["C", "C", "C", "C", "C", "C", "C", "C", "H", "H", "H", "H", "H", "H", "H", "H", "H", "H", "O", "O"],
  "positions_angstrom": [[1.58, 1.33, -0.42], [0.91, 1.52, 0.82], [0.66, 0.26, 1.43], [1.08, -1.03, 1.03], [1.62, -1.20, -0.24], [2.01, 0.09, -0.89], [-2.45, 0.16, -0.22], [-1.53, -0.48, -1.24], [2.04, 2.39, -0.77], [0.38, 2.43, 1.16], [0.36, 0.32, 2.44], [0.84, -2.05, 1.45], [1.97, -2.07, -0.67], [2.85, -0.08, -1.65], [-3.04, -0.40, 1.38], [-1.48, 0.44, -1.86], [-0.63, -0.71, -0.78], [-1.93, -1.41, -1.62], [-2.69, 1.32, -0.10], [-2.55, -0.82, 0.74]],
  "nbo_charge": [-0.2311, -0.2085, -0.2165, -0.2343, -0.2024, -0.2295, 0.8074, -0.7364, 0.2201, 0.2411, 0.2049, 0.2286, 0.2099, 0.2233, 0.4737, 0.2324, 0.2505, 0.2333, -0.5776, -0.6888]
}


{
  "formula": "C24H66O9",
  "method": "ωB97M-V with the def2-TZVPD basis set",
  "homo_ha": -0.3670,
  "de_lowest_ev": 3.234,
  "orbital_gap_ha": 0.3726,
  "energy_ha": -1631.03910,
  "molar_mass_g_mol": 498.78,
  "smiles": "CC(C)O.CC(C)O.CC(C)O.CC(C)O.CC(C)O.CC(C)O.CC(C)O.CC(C)O.O",
  "symbols": ["O", "H", "H", "C", "C", "C", "O", "H", "H", "H", "H", "H", "H", "H", "H", "C", "C", "C", "O", "H", "H", "H", "H", "H", "H", "H", "H", "C", "C", "C", "O", "H", "H", "H", "H", "H", "H", "H", "H", "C", "C", "C", "O", "H", "H", "H", "H", "H", "H", "H", "H", "C", "C", "C", "O", "H", "H", "H", "H", "H", "H", "H", "H", "C", "C", "C", "O", "H", "H", "H", "H", "H", "H", "H", "H", "C", "C", "C", "O", "H", "H", "H", "H", "H", "H", "H", "H", "C", "C", "C", "O", "H", "H", "H", "H", "H", "H", "H", "H"],
  "positions_angstrom": [[8.04, -11.19, -0.67], [8.80, -11.77, -0.54], [7.59, -11.20, 0.17], [11.84, -17.17, -5.39], [11.78, -18.23, -6.41], [10.34, -18.63, -6.89], [12.60, -17.86, -7.51], [12.88, -17.07, -5.10], [11.33, -17.55, -4.51], [11.42, -16.22, -5.72], [12.29, -19.14, -6.09], [9.81, -17.78, -7.32], [9.60, -18.99, -6.19], [10.38, -19.40, -7.66], [12.73, -18.61, -8.09], [10.74, -14.87, 2.33], [10.52, -15.19, 0.87], [9.09, -15.45, 0.46], [11.01, -14.11, 0.06], [10.42, -15.66, 3.01], [10.03, -14.09, 2.61], [11.73, -14.53, 2.63], [11.13, -16.04, 0.59], [9.14, -15.81, -0.57], [8.45, -14.61, 0.72], [8.70, -16.23, 1.12], [11.96, -14.18, -0.07], [10.99, -9.05, 3.20], [12.14, -8.30, 3.83], [11.82, -6.91, 4.36], [12.56, -8.94, 4.99], [10.61, -8.49, 2.35], [10.17, -9.19, 3.90], [11.17, -10.08, 2.88], [12.98, -8.28, 3.13], [11.02, -7.03, 5.08], [11.39, -6.28, 3.58], [12.68, -6.37, 4.77], [13.52, -8.96, 5.05], [14.66, -15.74, 7.83], [16.04, -16.30, 8.17], [16.11, -17.13, 9.46], [16.45, -17.16, 7.15], [13.85, -16.34, 8.22], [14.46, -15.52, 6.78], [14.48, -14.79, 8.35], [16.75, -15.48, 8.27], [15.37, -17.93, 9.41], [15.78, -16.54, 10.32], [17.14, -17.45, 9.64], [15.85, -17.92, 7.13], [7.10, -16.43, 9.85], [6.81, -17.43, 8.73], [7.20, -16.90, 7.30], [7.52, -18.64, 8.90], [8.19, -16.38, 9.96], [6.75, -16.75, 10.83], [6.77, -15.40, 9.72], [5.74, -17.60, 8.79], [8.27, -16.75, 7.19], [6.64, -16.04, 6.94], [6.96, -17.72, 6.62], [7.30, -19.19, 8.15], [7.37, -8.34, 8.02], [7.37, -9.85, 8.46], [8.00, -10.92, 7.51], [8.10, -9.88, 9.66], [8.40, -7.99, 7.96], [6.81, -7.80, 8.78], [6.91, -8.36, 7.04], [6.37, -10.24, 8.63], [9.03, -10.82, 7.15], [7.45, -10.92, 6.57], [7.86, -11.90, 7.95], [8.99, -9.74, 9.33], [16.03, -12.35, -0.03], [16.63, -13.70, -0.30], [17.57, -14.19, 0.79], [15.59, -14.62, -0.44], [16.80, -11.59, 0.09], [15.37, -12.37, 0.83], [15.39, -12.09, -0.88], [17.11, -13.78, -1.28], [17.02, -14.30, 1.73], [18.41, -13.51, 0.91], [18.12, -15.12, 0.65], [16.06, -15.42, -0.66], [5.76, -20.29, 0.27], [6.61, -21.53, 0.09], [7.91, -21.38, 0.75], [5.90, -22.55, 0.66], [4.70, -20.32, 0.03], [6.25, -19.47, -0.24], [5.80, -20.01, 1.33], [6.77, -21.70, -0.97], [8.33, -20.46, 0.35], [8.60, -22.19, 0.53], [7.85, -21.16, 1.81], [5.75, -22.37, 1.59]],
  "mulliken_charge": [-0.6337, 0.3259, 0.3047, -1.2392, 0.5692, -1.2405, -0.5636, 0.2954, 0.3466, 0.3370, 0.2069, 0.3254, 0.3408, 0.3128, 0.3097, -1.3248, 0.6396, -1.2519, -0.5299, 0.3582, 0.3017, 0.3240, 0.2358, 0.2893, 0.3365, 0.3593, 0.2617, -1.2827, 0.5819, -1.1659, -0.5596, 0.3415, 0.2584, 0.3085, 0.2785, 0.2623, 0.3472, 0.3058, 0.3234, -1.2311, 0.3740, -1.2178, -0.5569, 0.2979, 0.3373, 0.3554, 0.2963, 0.3661, 0.3418, 0.2940, 0.3430, -1.3101, 0.5752, -1.2004, -0.5381, 0.3314, 0.3177, 0.3454, 0.1633, 0.3157, 0.3376, 0.3485, 0.3145, -1.0370, 0.2585, -1.1832, -0.5420, 0.2515, 0.2967, 0.3202, 0.2965, 0.3366, 0.3315, 0.3111, 0.3595, -1.2924, 0.5478, -1.2931, -0.5223, 0.3766, 0.3136, 0.3022, 0.2142, 0.3220, 0.3354, 0.4012, 0.2977, -1.1897, 0.3442, -1.1532, -0.5698, 0.3280, 0.3306, 0.3100, 0.2940, 0.3069, 0.3078, 0.3313, 0.3601]
}


{
  "formula": "C4H5N3O",
  "method": "ωB97M-V with the def2-TZVPD basis set",
  "homo_ha": -0.3259,
  "de_lowest_ev": 7.071,
  "orbital_gap_ha": 0.3477,
  "energy_ha": -394.70771,
  "molar_mass_g_mol": 111.10,
  "smiles": "[H]/N=c1/cnon1C=C",
  "symbols": ["C", "C", "C", "C", "H", "H", "H", "H", "H", "N", "N", "N", "O"],
  "positions_angstrom": [[-2.52, -0.44, -0.14], [-1.34, 0.19, -0.10], [2.24, -0.44, -0.34], [1.11, 0.45, 0.06], [-3.47, 0.08, -0.25], [-2.43, -1.45, 0.20], [-1.14, 1.29, -0.52], [3.38, -0.31, -0.57], [0.67, 2.35, 0.88], [-0.01, -0.22, 0.36], [1.71, -1.57, 0.02], [1.35, 1.68, 0.12], [0.45, -1.61, 0.29]],
  "nbo_charge": [-0.4558, -0.0133, -0.0637, 0.3311, 0.2367, 0.2126, 0.2219, 0.2689, 0.3413, -0.1922, -0.0480, -0.6835, -0.1560]
}